Computed, not measured: a 11-piece molecular cluster, C62H156N10O21 overall in a non-equilibrium geometry, with ωB97M-V with the def2-TZVPD basis set.

Each line ends with the Mulliken charge.
Positions of all 249 atoms, in Å:
C  -17.324  -28.149  -0.074  -0.704
O  -16.475  -27.592  -1.111  -0.283
C  -17.144  -26.680  -1.937  -0.530
C  -16.212  -26.229  -3.051  0.130
N  -16.759  -25.085  -3.750  0.066
C  -15.875  -24.713  -4.800  0.169
C  -16.544  -23.593  -5.534  -0.078
O  -17.039  -22.604  -4.669  -0.434
C  -17.838  -21.635  -5.314  -0.786
H  -17.543  -27.366  0.733  0.279
H  -16.766  -29.000  0.318  0.241
H  -18.321  -28.527  -0.484  0.299
H  -17.558  -25.890  -1.322  0.541
H  -18.160  -27.232  -2.357  0.101
H  -15.950  -27.117  -3.688  -0.411
H  -15.209  -26.081  -2.480  0.089
H  -17.025  -24.325  -3.120  0.302
H  -15.702  -25.684  -5.339  -0.282
H  -14.809  -24.380  -4.485  0.292
H  -17.441  -23.919  -6.135  -0.195
H  -15.815  -23.176  -6.262  0.419
H  -18.947  -21.905  -5.361  0.242
H  -17.477  -21.343  -6.293  0.341
H  -17.856  -20.762  -4.614  0.298
C  -21.682  -21.951  -13.512  -0.351
O  -21.049  -21.198  -12.490  -0.301
C  -21.733  -21.083  -11.250  -0.273
C  -20.915  -20.186  -10.324  -0.298
N  -21.889  -19.321  -9.577  -0.386
C  -21.356  -18.409  -8.619  -0.905
C  -20.095  -17.661  -9.185  -0.351
O  -20.376  -17.331  -10.553  -0.319
C  -19.341  -16.725  -11.276  -0.698
H  -20.943  -21.976  -14.280  0.240
H  -22.636  -21.402  -13.758  0.313
H  -21.936  -22.969  -13.130  0.050
H  -21.821  -22.113  -10.906  0.096
H  -22.673  -20.624  -11.486  0.422
H  -20.276  -19.513  -10.996  0.171
H  -20.274  -20.770  -9.673  0.349
H  -22.536  -18.795  -10.094  0.305
H  -21.062  -18.884  -7.681  0.301
H  -22.119  -17.700  -8.253  0.396
H  -19.170  -18.332  -9.189  0.190
H  -19.739  -16.767  -8.643  0.460
H  -18.418  -17.369  -11.061  0.261
H  -19.117  -15.756  -10.848  0.304
H  -19.594  -16.703  -12.286  0.242
C  -14.977  -27.031  -12.515  0.139
O  -15.456  -26.645  -13.725  -0.283
C  -14.757  -25.485  -14.230  0.190
C  -15.144  -25.103  -15.619  -0.965
N  -15.040  -26.128  -16.635  -0.261
C  -15.275  -25.557  -17.963  -0.561
C  -14.893  -26.550  -19.032  -0.703
O  -15.896  -27.529  -19.169  -0.302
C  -15.489  -28.684  -19.947  -0.739
H  -15.379  -27.981  -12.232  -0.308
H  -15.177  -26.409  -11.678  -0.055
H  -13.869  -27.235  -12.505  0.459
H  -13.697  -25.623  -14.178  0.645
H  -14.984  -24.675  -13.611  -0.357
H  -14.505  -24.212  -15.882  0.340
H  -16.147  -24.810  -15.556  0.320
H  -15.575  -26.975  -16.424  0.249
H  -14.520  -24.775  -18.042  0.364
H  -16.273  -25.170  -18.153  0.332
H  -13.930  -27.013  -18.921  0.401
H  -14.879  -25.916  -19.921  0.380
H  -14.583  -29.230  -19.600  0.296
H  -15.272  -28.307  -20.984  0.280
H  -16.269  -29.349  -19.861  0.273
C  -10.490  -31.860  -8.597  -1.025
O  -11.057  -30.554  -8.697  0.176
C  -10.494  -29.865  -9.842  -0.956
C  -10.725  -28.378  -9.786  -0.521
N  -12.113  -27.971  -9.587  0.864
C  -12.339  -26.489  -9.595  -0.234
C  -11.461  -25.667  -8.656  -1.126
O  -11.898  -26.140  -7.342  0.257
C  -11.272  -25.576  -6.248  -1.042
H  -9.488  -31.929  -8.275  0.313
H  -10.553  -32.370  -9.538  0.374
H  -11.106  -32.395  -7.901  0.251
H  -10.939  -30.333  -10.716  0.383
H  -9.367  -29.933  -9.879  0.429
H  -10.453  -27.890  -10.748  0.380
H  -10.118  -28.077  -8.928  0.264
H  -12.365  -28.182  -8.585  -0.672
H  -13.375  -26.324  -9.290  -0.277
H  -12.298  -26.065  -10.602  0.344
H  -11.764  -24.635  -8.639  0.780
H  -10.365  -25.867  -8.801  0.263
H  -11.575  -26.031  -5.331  0.166
H  -11.346  -24.496  -6.284  0.354
H  -10.207  -25.883  -6.285  0.332
C  -15.617  -35.150  -9.831  -0.780
O  -16.185  -34.722  -8.585  -0.307
C  -15.224  -33.869  -8.030  -0.470
C  -15.718  -33.301  -6.775  0.952
N  -16.051  -34.217  -5.715  -0.403
C  -17.169  -33.870  -4.882  -0.228
C  -16.817  -33.059  -3.610  -0.891
O  -16.423  -31.729  -3.943  0.035
C  -16.113  -30.958  -2.793  -0.793
H  -15.538  -34.319  -10.454  0.246
H  -16.379  -35.858  -10.261  0.189
H  -14.757  -35.709  -9.564  0.398
H  -15.033  -33.022  -8.698  -0.033
H  -14.216  -34.297  -7.956  0.729
H  -16.606  -32.734  -7.055  -0.704
H  -14.878  -32.599  -6.453  -0.212
H  -16.305  -35.089  -6.206  0.357
H  -17.590  -34.795  -4.549  0.596
H  -17.945  -33.313  -5.419  -0.141
H  -16.098  -33.689  -2.997  0.259
H  -17.699  -32.908  -2.970  0.464
H  -16.874  -31.087  -1.998  0.384
H  -16.094  -29.833  -2.966  -0.009
H  -15.170  -31.229  -2.246  0.368
C  -10.237  -27.076  -2.463  -0.931
O  -10.895  -27.583  -3.629  -0.083
C  -10.430  -28.863  -4.017  -1.106
C  -11.173  -29.401  -5.250  0.251
N  -12.622  -29.472  -5.020  -0.210
C  -13.400  -29.364  -6.206  -0.869
C  -14.882  -29.546  -6.166  0.713
O  -15.635  -28.439  -5.743  0.565
C  -16.985  -28.836  -5.838  0.135
H  -10.416  -27.735  -1.572  0.308
H  -10.509  -26.014  -2.164  0.232
H  -9.192  -26.959  -2.701  0.372
H  -10.537  -29.566  -3.188  0.443
H  -9.356  -28.914  -4.230  0.455
H  -10.765  -30.439  -5.383  0.255
H  -11.036  -28.895  -6.268  -0.180
H  -12.903  -28.752  -4.379  0.323
H  -12.974  -30.020  -6.985  0.409
H  -13.309  -28.398  -6.720  -0.006
H  -15.033  -30.452  -5.572  -0.379
H  -15.276  -29.876  -7.169  -0.560
H  -17.162  -29.817  -5.302  -0.064
H  -17.301  -28.944  -6.884  -0.443
H  -17.621  -28.079  -5.377  0.115
C  -18.824  -26.255  -14.095  -0.592
O  -18.300  -25.486  -12.984  0.585
C  -18.769  -24.109  -13.066  -0.523
C  -18.233  -23.275  -11.944  -0.490
N  -16.782  -23.170  -11.938  0.068
C  -16.252  -22.291  -10.916  -0.009
C  -14.800  -21.921  -11.043  -1.055
O  -13.942  -23.080  -11.085  -0.029
C  -13.042  -23.039  -12.170  -0.957
H  -18.506  -27.319  -13.920  -0.306
H  -18.293  -25.913  -14.983  0.342
H  -19.937  -26.091  -14.193  0.312
H  -19.857  -24.129  -13.088  -0.414
H  -18.480  -23.740  -14.091  0.534
H  -18.688  -23.578  -10.958  -0.060
H  -18.717  -22.305  -12.103  0.667
H  -16.339  -24.100  -11.959  -0.443
H  -16.343  -22.832  -9.880  -0.094
H  -16.849  -21.370  -10.816  0.451
H  -14.525  -21.272  -10.272  0.480
H  -14.627  -21.356  -11.951  0.467
H  -12.500  -23.969  -12.150  0.147
H  -12.390  -22.206  -12.165  0.409
H  -13.493  -23.039  -13.164  0.391
C  -13.633  -31.102  -11.341  -0.604
O  -14.922  -31.689  -11.319  -0.435
C  -15.899  -30.734  -11.123  0.825
C  -17.230  -31.518  -11.228  -0.879
N  -18.242  -30.861  -10.442  1.253
C  -18.100  -31.231  -9.080  -0.397
C  -19.364  -30.844  -8.278  0.075
O  -19.315  -31.342  -6.976  0.027
C  -20.052  -30.563  -6.029  -1.049
H  -13.620  -30.305  -12.088  0.286
H  -12.894  -31.907  -11.502  0.406
H  -13.320  -30.602  -10.388  0.090
H  -15.782  -29.918  -11.855  -0.203
H  -15.825  -30.277  -10.181  -0.316
H  -17.080  -32.582  -10.962  -0.130
H  -17.576  -31.488  -12.272  0.366
H  -19.084  -31.275  -10.828  -0.448
H  -17.292  -30.690  -8.539  -0.275
H  -17.941  -32.320  -8.859  0.199
H  -20.262  -31.192  -8.764  0.780
H  -19.307  -29.697  -8.362  -0.712
H  -19.772  -30.925  -5.047  0.298
H  -21.125  -30.775  -6.110  0.230
H  -19.910  -29.546  -6.152  0.342
C  -19.422  -25.841  -6.070  -0.194
O  -20.286  -26.691  -6.740  -0.528
C  -20.114  -26.853  -8.137  1.663
C  -20.693  -25.633  -8.934  -1.415
N  -20.445  -25.808  -10.332  1.526
C  -21.371  -26.665  -11.079  -0.224
C  -22.379  -25.719  -11.681  0.097
O  -23.142  -26.417  -12.626  -0.392
C  -24.465  -25.931  -12.935  -0.782
H  -19.659  -24.777  -6.391  0.221
H  -18.368  -26.057  -6.201  -0.133
H  -19.681  -25.973  -5.055  0.383
H  -20.685  -27.816  -8.328  0.059
H  -19.081  -27.099  -8.371  -1.108
H  -20.234  -24.743  -8.522  0.453
H  -21.758  -25.676  -8.771  0.245
H  -19.495  -25.994  -10.565  -1.017
H  -21.764  -27.475  -10.474  0.464
H  -20.807  -27.142  -11.909  -0.379
H  -21.913  -24.868  -12.209  -0.474
H  -23.077  -25.371  -10.909  0.555
H  -25.117  -26.781  -13.189  0.219
H  -24.358  -25.340  -13.869  0.262
H  -24.793  -25.231  -12.176  0.337
C  -22.324  -33.490  -8.568  -0.575
O  -21.801  -33.675  -9.860  -0.301
C  -20.535  -34.310  -9.898  0.599
C  -20.187  -34.504  -11.372  -1.327
N  -20.095  -33.236  -12.113  0.242
C  -21.225  -32.715  -12.707  -1.045
C  -20.823  -31.233  -13.062  0.101
O  -19.632  -31.242  -13.774  -0.467
C  -19.156  -29.916  -13.977  -0.570
H  -21.538  -33.057  -7.975  0.080
H  -22.749  -34.387  -8.138  0.281
H  -23.079  -32.780  -8.701  0.272
H  -20.542  -35.278  -9.476  0.550
H  -19.847  -33.567  -9.400  -0.561
H  -20.915  -35.264  -11.693  0.329
H  -19.263  -35.051  -11.460  0.492
H  -19.399  -33.236  -12.790  0.240
H  -22.016  -32.733  -11.984  0.405
H  -21.520  -33.150  -13.688  0.289
H  -20.725  -30.602  -12.133  -0.181
H  -21.647  -30.723  -13.636  0.512
H  -19.080  -29.346  -13.012  0.074
H  -19.809  -29.411  -14.722  0.475
H  -18.119  -30.090  -14.357  0.314
C  -16.850  -26.029  -9.559  -0.309
C  -16.834  -27.536  -9.601  0.364
O  -17.958  -27.951  -10.318  0.762
H  -17.063  -25.599  -10.496  -0.412
H  -15.868  -25.611  -9.136  0.490
H  -17.593  -25.609  -8.774  -0.411
H  -16.798  -27.954  -8.574  -0.908
H  -15.930  -27.817  -10.044  1.081
H  -18.010  -28.957  -10.396  -0.624

Values from the calculation:
**Energy relative to the best compared isomer or geometry (same formula, charge and spin)**: 75.7 kcal/mol
**LUMO**: 0.60 eV
**SMILES**: COCCNCCOC.COCCNCCOC.COCCNCCOC.COCCNCCOC.COCCNCCOC.COCCNCCOC.COCCNCCOC.COCCNCCOC.COCCNCCOC.COCCNCCOC.CCO
**Kohn-Sham gap**: 8.38 eV
**Charge**: 0